Formula: C23H26N2O8S
Source: the OMol25 dataset
Level of theory: ωB97M-V/def2-TZVPD

Each line ends with the Löwdin charge.
CARTESIAN COORDINATES (ANGSTROEM)
C: 1.867 -3.519 2.210  -0.04
C: 2.456 -2.331 1.511  -0.29
C: 3.080 -2.459 0.278  -0.06
C: 3.571 -1.348 -0.386  -0.03
C: 3.468 -0.086 0.182  -0.22
C: 3.899 1.140 -0.579  -0.11
N: 2.747 1.711 -1.258  0.10
C: 2.620 1.693 -2.587  -0.47
O: 3.489 1.357 -3.367  0.06
C: 1.265 2.171 -3.135  -0.04
O: 0.372 2.744 -2.182  0.02
C: -0.606 1.973 -1.720  -0.49
O: -0.784 0.825 -2.038  0.12
C: -1.583 2.733 -0.840  -0.22
C: -1.079 4.022 -0.174  -0.05
C: -1.805 4.060 1.197  -0.34
O: -0.923 4.059 2.283  -0.02
C: -2.699 2.801 1.164  -0.12
N: -2.039 1.880 0.252  -0.14
S: -0.747 1.024 0.950  0.75
O: -0.882 1.103 2.380  -0.27
O: 0.493 1.526 0.410  -0.28
C: -1.007 -0.655 0.438  -0.26
C: -0.059 -1.320 -0.315  -0.06
C: -0.284 -2.636 -0.663  0.03
C: -1.454 -3.279 -0.271  -0.19
C: -2.430 -2.576 0.452  -0.18
C: -2.188 -1.258 0.817  0.04
O: -3.621 -3.145 0.804  -0.02
C: -3.902 -4.336 0.097  -0.14
C: -2.668 -5.234 0.078  -0.14
O: -1.610 -4.592 -0.603  -0.01
C: 2.869 0.042 1.430  -0.05
C: 2.364 -1.066 2.082  -0.04
H: 2.141 -3.522 3.263  0.08
H: 2.205 -4.447 1.755  0.08
H: 0.779 -3.479 2.146  0.08
H: 3.175 -3.436 -0.174  0.11
H: 4.034 -1.459 -1.356  0.12
H: 4.636 0.896 -1.348  0.12
H: 4.312 1.891 0.101  0.13
H: 1.936 1.873 -0.672  0.10
H: 0.785 1.309 -3.612  0.14
H: 1.455 2.941 -3.886  0.14
H: -2.460 2.942 -1.469  0.17
H: -0.005 3.964 -0.006  0.12
H: -1.293 4.899 -0.780  0.12
H: -2.399 4.972 1.309  0.15
H: -0.593 3.160 2.430  0.06
H: -2.787 2.342 2.146  0.12
H: -3.691 3.022 0.765  0.13
H: 0.841 -0.810 -0.612  0.11
H: 0.439 -3.193 -1.235  0.13
H: -2.923 -0.719 1.390  0.13
H: -4.736 -4.813 0.614  0.13
H: -4.193 -4.097 -0.935  0.14
H: -2.859 -6.166 -0.457  0.13
H: -2.366 -5.456 1.110  0.14
H: 2.786 1.016 1.887  0.12
H: 1.883 -0.948 3.041  0.12

Summary:
* net charge: 0
* molecular weight: 490.53 g/mol
* DFT total energy: -2001.6769 Eh
* SMILES: Cc1ccc(CNC(=O)COC(=O)[C@@H]2C[C@H](O)CN2S(=O)(=O)c2ccc3c(c2)OCCO3)cc1
* energy relative to the best compared isomer or geometry (same formula, charge and spin): 73.8 kJ/mol

Formula: C23H26N4O5
Source: the OMol25 dataset
Level of theory: ωB97M-V/def2-TZVPD

Each line ends with the Löwdin charge.
CARTESIAN COORDINATES (ANGSTROEM)
C: -0.932 0.431 -0.906  -0.07
O: 0.318 0.933 -0.410  -0.10
C: 0.438 1.095 0.951  -0.27
C: 1.397 2.014 1.404  0.00
C: 1.572 2.267 2.773  0.00
C: 0.782 1.580 3.696  -0.21
N: 0.709 1.614 5.082  0.13
C: -0.241 0.706 5.551  -0.17
C: -0.568 0.492 6.973  -0.30
O: -0.263 1.379 7.767  0.08
C: -1.220 -0.742 7.467  -0.15
C: -2.059 -0.699 8.597  -0.01
C: -2.679 -1.859 9.075  -0.07
C: -2.464 -3.084 8.438  -0.08
C: -1.620 -3.148 7.327  -0.08
C: -0.998 -1.990 6.849  -0.03
C: -0.803 0.106 4.444  0.04
C: -0.155 0.652 3.264  -0.17
C: -0.335 0.398 1.903  0.04
H: -1.779 0.924 -0.416  0.10
H: -1.005 -0.649 -0.746  0.08
H: -1.005 0.625 -1.979  0.08
H: 2.001 2.543 0.674  0.12
H: 2.310 2.989 3.108  0.11
H: 1.258 2.230 5.683  0.17
H: -2.232 0.246 9.106  0.12
H: -3.327 -1.806 9.945  0.10
H: -2.945 -3.984 8.810  0.10
H: -1.439 -4.102 6.839  0.10
H: -0.323 -2.075 6.001  0.11
H: -1.600 -0.631 4.441  0.12
H: -1.070 -0.337 1.602  0.11
C: 1.216 -2.062 -2.890  -0.04
N: 1.172 -0.881 -3.751  0.04
C: 0.078 -0.419 -4.368  -0.45
O: -1.018 -0.964 -4.240  0.03
C: 0.223 0.844 -5.255  -0.17
C: -0.949 1.039 -6.244  -0.04
C: -0.998 0.007 -7.365  -0.56
N: -2.154 -0.522 -7.681  0.19
O: -0.008 -0.316 -7.999  0.04
N: 1.490 0.923 -5.998  0.11
C: 2.678 1.229 -5.484  -0.56
C: 3.846 1.269 -6.440  0.01
O: 2.846 1.447 -4.293  0.03
H: 2.251 -2.343 -2.695  0.09
H: 0.702 -2.894 -3.375  0.09
H: 0.723 -1.846 -1.941  0.07
H: 2.012 -0.319 -3.834  0.10
H: 0.203 1.685 -4.560  0.16
H: -1.887 1.014 -5.689  0.12
H: -0.869 2.023 -6.705  0.13
H: -2.135 -1.216 -8.406  0.12
H: -2.967 -0.334 -7.125  0.11
H: 1.445 0.677 -6.979  0.12
H: 3.973 0.290 -6.900  0.09
H: 3.655 2.016 -7.208  0.08
H: 4.747 1.535 -5.888  0.08

Summary:
* net charge: 0
* molecular weight: 438.48 g/mol
* DFT total energy: -1487.3390 Eh
* SMILES: COc1ccc2[nH]c(C(=O)c3ccccc3)cc2c1.CNC(=O)[C@H](CC(N)=O)NC(C)=O
* energy relative to the best compared isomer or geometry (same formula, charge and spin): 167.8 kJ/mol